{
  "formula": "C54H119N5O8",
  "method": "ωB97M-V/def2-TZVPD",
  "e_homo_ev": -7.8,
  "e_lumo_ha": 0.0115,
  "total_energy_ha": -3004.2004,
  "de_lowest_kcal_mol": 88.9,
  "max_force_ev_per_a": 3.3,
  "orbital_gap_ev": 8.07,
  "species": ["O", "O", "O", "O", "O", "O", "O", "O", "N", "N", "N", "N", "N", "C", "C", "C", "C", "C", "C", "C", "C", "C", "C", "C", "C", "C", "C", "C", "C", "C", "C", "C", "C", "C", "C", "C", "C", "C", "C", "C", "C", "C", "C", "C", "C", "C", "C", "C", "C", "C", "C", "C", "C", "C", "C", "C", "C", "C", "C", "C", "C", "C", "C", "C", "C", "C", "C", "H", "H", "H", "H", "H", "H", "H", "H", "H", "H", "H", "H", "H", "H", "H", "H", "H", "H", "H", "H", "H", "H", "H", "H", "H", "H", "H", "H", "H", "H", "H", "H", "H", "H", "H", "H", "H", "H", "H", "H", "H", "H", "H", "H", "H", "H", "H", "H", "H", "H", "H", "H", "H", "H", "H", "H", "H", "H", "H", "H", "H", "H", "H", "H", "H", "H", "H", "H", "H", "H", "H", "H", "H", "H", "H", "H", "H", "H", "H", "H", "H", "H", "H", "H", "H", "H", "H", "H", "H", "H", "H", "H", "H", "H", "H", "H", "H", "H", "H", "H", "H", "H", "H", "H", "H", "H", "H", "H", "H", "H", "H", "H", "H", "H", "H", "H", "H", "H", "H"],
  "xyz": [[-18.233970, 22.108170, 15.080660], [-22.932690, 16.564230, 10.712740], [-21.494900, 19.168890, 18.559590], [-24.551400, 23.950810, 11.532570], [-23.788920, 26.647710, 18.971870], [-21.173160, 25.369500, 7.864080], [-15.746750, 21.592280, 13.691450], [-19.065490, 20.733720, 17.360960], [-25.426550, 23.085580, 12.165730], [-18.178380, 20.029390, 18.127100], [-22.915550, 27.387850, 18.161700], [-21.577410, 16.841500, 10.958440], [-20.101060, 24.540010, 8.147270], [-19.755780, 21.225980, 13.503510], [-14.643020, 19.646740, 13.131940], [-17.784980, 18.761180, 17.537930], [-23.900400, 18.965290, 18.726130], [-21.880590, 18.131880, 12.968050], [-19.145300, 24.324540, 7.051830], [-21.184000, 16.869510, 12.395940], [-16.892870, 17.968220, 18.479250], [-20.863320, 16.638020, 8.524650], [-26.421800, 20.804610, 12.486030], [-15.395200, 20.809240, 12.537750], [-20.720620, 28.638110, 16.712520], [-22.035000, 26.439170, 17.407080], [-22.710750, 19.710070, 18.082290], [-17.274420, 20.905910, 18.924090], [-18.172030, 21.657180, 19.875700], [-17.040400, 18.958360, 16.212700], [-26.908920, 22.630610, 14.048220], [-16.584430, 20.464310, 11.779670], [-18.719570, 25.706640, 6.490770], [-22.869160, 25.311590, 16.689340], [-23.959260, 21.043390, 12.153300], [-15.761290, 18.840840, 19.083930], [-25.354980, 21.640440, 11.780360], [-20.858080, 24.334230, 10.595050], [-21.524600, 22.586470, 8.904180], [-21.259300, 27.188340, 16.322570], [-19.154180, 16.495300, 10.318010], [-18.751830, 16.402930, 11.738880], [-19.843290, 23.520610, 5.940960], [-26.746600, 21.111650, 13.908770], [-17.908020, 23.643130, 7.580740], [-20.361450, 23.550280, 9.271820], [-25.544820, 21.422850, 10.280690], [-21.083330, 25.708400, 18.380790], [-22.559460, 28.838730, 18.509470], [-20.659210, 16.145760, 9.937510], [-19.073440, 17.941590, 17.261080], [-20.805350, 14.616080, 9.972720], [-16.418480, 20.028250, 19.878700], [-20.299970, 23.288580, 14.841180], [-24.461230, 23.324820, 14.480920], [-22.653350, 19.642170, 16.557490], [-23.931320, 29.556350, 18.668290], [-19.667160, 17.305870, 12.555710], [-19.224440, 22.503980, 14.170040], [-21.777810, 28.882630, 19.856630], [-16.325070, 21.668140, 18.029060], [-19.037980, 22.843690, 9.715990], [-21.585280, 15.585930, 13.181440], [-26.022860, 24.907040, 13.702260], [-21.852540, 29.527570, 17.311050], [-18.072410, 22.454290, 8.579080], [-25.718040, 23.469720, 13.542220], [-23.862990, 19.126220, 19.803530], [-22.351540, 24.920380, 15.813480], [-20.569900, 24.202390, 5.499020], [-15.282420, 18.220910, 19.841870], [-16.372030, 17.181940, 17.932820], [-21.579250, 25.061200, 19.104190], [-18.963530, 20.778650, 12.903240], [-22.660130, 15.438830, 13.075780], [-18.534450, 23.453080, 10.466470], [-16.424240, 19.794730, 10.934620], [-21.807150, 16.336820, 8.070180], [-23.176070, 15.837160, 11.290440], [-18.977950, 23.135880, 13.316790], [-26.143260, 19.754340, 12.572320], [-17.549650, 23.063590, 6.729970], [-21.780470, 24.895330, 10.445170], [-15.607810, 20.656140, 20.248380], [-14.288830, 19.112410, 12.250390], [-18.839520, 17.486730, 9.992210], [-23.749110, 30.483650, 19.211450], [-20.696730, 19.567100, 18.204710], [-16.021430, 19.215040, 16.502380], [-19.635670, 17.617140, 18.136710], [-26.492540, 21.865350, 9.973900], [-18.487460, 21.672090, 7.943480], [-25.616310, 20.373110, 9.996020], [-21.638490, 19.857410, 16.223090], [-19.919260, 18.255650, 16.649480], [-17.015910, 18.084390, 15.561790], [-20.683600, 22.715150, 15.685050], [-18.547140, 15.757710, 9.793070], [-20.459110, 26.424890, 18.914720], [-18.780010, 17.050320, 16.706430], [-17.779270, 16.894680, 11.718390], [-18.724770, 26.486250, 7.252530], [-23.060260, 24.449310, 17.328120], [-17.140140, 24.352010, 7.890480], [-19.183980, 23.238710, 5.120020], [-25.850940, 20.762400, 14.422500], [-19.466820, 18.355470, 12.340540], [-23.892230, 20.639970, 13.163680], [-23.809780, 25.694860, 16.293810], [-20.619090, 21.439800, 12.873370], [-24.332140, 29.818230, 17.689080], [-20.862620, 17.724460, 8.436650], [-20.415960, 26.550610, 16.057650], [-19.311510, 17.144480, 13.573340], [-27.371220, 20.934240, 11.966510], [-19.818900, 24.205100, 15.182740], [-23.820800, 17.891470, 18.556820], [-22.959860, 17.990820, 13.026100], [-24.874890, 19.295220, 18.366100], [-20.415860, 22.680400, 6.333810], [-21.062060, 26.030250, 8.551590], [-20.399050, 25.080150, 17.810570], [-22.509240, 28.648320, 20.630060], [-20.242610, 14.237270, 10.825910], [-17.136720, 22.088420, 9.001840], [-17.702010, 22.193750, 20.699880], [-27.655890, 22.865120, 13.289840], [-27.614450, 20.543350, 14.243400], [-21.448110, 18.489010, 13.902670], [-14.784040, 21.433720, 11.886130], [-24.245450, 22.257380, 14.526880], [-15.122040, 18.905220, 13.771300], [-25.109540, 24.484970, 10.962700], [-17.388940, 19.771770, 15.576320], [-21.182500, 14.635630, 12.831020], [-26.385410, 25.160360, 14.698490], [-21.135810, 23.591910, 14.210730], [-15.551140, 21.194900, 17.424760], [-17.496390, 21.807820, 14.544610], [-20.140620, 20.565310, 14.280370], [-22.455780, 23.117950, 9.100510], [-21.836150, 18.943740, 12.242100], [-19.351880, 21.913440, 10.189490], [-15.881390, 22.393240, 18.711320], [-21.543620, 21.641610, 9.447300], [-17.231330, 21.317080, 11.573750], [-21.520320, 22.310190, 7.849780], [-24.840090, 21.900970, 9.600350], [-20.241470, 29.150130, 15.878050], [-17.371510, 17.325050, 19.217720], [-20.955120, 28.169700, 19.911620], [-22.462660, 29.940450, 16.507690], [-15.007240, 22.161710, 13.916110], [-21.894500, 27.252540, 15.439110], [-21.005550, 23.548150, 11.335620], [-24.655780, 26.726930, 18.567070], [-21.199570, 29.765610, 20.128820], [-24.624060, 28.985600, 19.286720], [-23.546080, 23.751100, 14.069950], [-14.939800, 19.205470, 18.467250], [-21.832280, 14.282150, 9.824370], [-21.277860, 30.389560, 17.649910], [-22.871930, 18.682370, 16.089420], [-20.205930, 14.268640, 9.131250], [-18.492250, 21.297220, 16.836110], [-21.276060, 15.623850, 14.225970], [-20.108380, 16.287550, 7.820850], [-18.836020, 20.887110, 20.268400], [-13.777470, 19.973060, 13.708520], [-25.162940, 25.563460, 13.568990], [-19.459560, 26.027180, 5.757440], [-17.221050, 19.881480, 12.445350], [-20.020830, 28.397000, 17.512680], [-18.670580, 15.359580, 12.043690], [-17.748980, 25.661370, 5.996790], [-26.914030, 25.139580, 13.119300], [-23.222930, 20.431850, 16.067500], [-23.062910, 21.655350, 12.052430], [-16.894460, 22.141550, 17.229200], [-20.041100, 24.998800, 10.876100], [-24.540230, 23.758470, 15.477820], [-23.846910, 20.151540, 11.536790], [-17.030400, 19.796720, 20.750500], [-18.656330, 22.455620, 19.313520], [-27.320200, 22.980990, 14.994880], [-22.905790, 20.762200, 18.289860]],
  "forces_ev_per_a": [[0.3, 1.1, 0.0], [0.1, 0.2, 0.2], [-0.7, -0.4, 1.4], [1.0, -0.2, -0.2], [0.4, 0.6, 1.0], [-0.6, 0.0, -0.2], [-1.0, 0.8, -0.1], [-0.3, 0.5, -0.3], [-2.7, -0.8, 0.0], [0.6, -1.3, 2.9], [0.5, 0.4, -2.6], [2.3, 0.2, -1.3], [2.0, -1.1, 2.4], [-0.5, 0.4, 0.3], [1.2, -0.8, -1.4], [-1.6, -0.1, -1.2], [0.9, -0.2, 0.0], [-1.0, -0.3, -0.4], [-1.1, 0.5, 0.3], [0.4, 1.5, 0.3], [1.8, -0.1, -0.4], [-0.9, 0.7, -0.7], [-1.2, 0.0, -0.2], [1.3, 0.6, 1.8], [-1.6, -1.9, 0.6], [-0.4, -0.4, 1.0], [-0.5, -0.3, -1.2], [0.8, -2.7, 0.2], [-0.3, 1.3, -0.7], [0.8, 0.3, -0.2], [-0.4, -0.2, -1.0], [-2.4, -1.1, 0.3], [-0.7, -0.2, -0.3], [0.1, 0.7, 0.2], [-0.1, -0.9, 0.1], [-1.5, 0.0, 2.5], [2.4, 0.3, 0.5], [1.0, -0.7, -1.8], [0.2, 0.2, -0.3], [0.3, 1.4, -0.1], [-1.0, -0.7, -1.3], [0.0, 1.1, -0.1], [-0.2, 0.6, -0.3], [1.4, 1.3, 0.8], [1.1, -1.9, 0.2], [-0.5, 0.9, 0.1], [-0.8, 0.9, -0.7], [0.5, 0.3, -0.3], [-1.2, -0.8, 0.0], [0.5, 0.2, 1.8], [-0.3, -1.2, -0.2], [1.1, 0.6, -0.5], [0.7, -0.2, -1.6], [0.1, 0.3, 1.0], [0.2, -1.4, -0.6], [0.2, 0.2, -0.7], [0.9, 0.2, 0.5], [0.0, -2.4, 0.1], [-1.9, -1.2, -1.7], [0.3, -0.3, -0.3], [-0.5, 1.5, -0.2], [-0.5, -0.5, -0.9], [0.4, 0.1, -0.4], [-1.5, 1.4, -0.2], [2.0, -0.9, 0.0], [-1.4, 1.5, -0.1], [2.1, -0.8, 2.1], [0.0, 0.0, 0.0], [0.4, 0.2, 0.1], [-0.2, -0.1, 0.0], [0.3, -0.1, 0.0], [-0.1, 0.0, -0.7], [-0.3, 0.2, 0.0], [-0.3, -0.2, 0.2], [-0.2, 0.2, 0.6], [0.1, 0.1, -0.1], [0.2, 0.4, -0.2], [-0.2, -0.2, 0.3], [-0.2, -0.5, 0.1], [1.4, 0.3, 0.1], [0.1, -0.1, -1.1], [0.7, 0.7, -0.4], [0.0, -0.2, 0.0], [0.0, 0.2, 0.1], [0.5, -0.5, 0.1], [-0.5, 0.1, -0.5], [0.0, 0.2, 0.0], [-0.2, 0.6, -0.3], [0.3, -0.1, -0.4], [0.6, 0.0, 0.5], [-0.3, 0.0, 0.1], [-0.2, -0.4, 0.4], [0.2, -0.1, 0.4], [0.3, 0.1, 0.2], [0.5, 1.2, -0.4], [0.0, -0.3, 0.3], [-0.2, 0.2, 0.2], [0.0, 0.1, -0.6], [0.0, 0.0, 0.1], [0.3, -0.4, 0.2], [0.5, -0.5, 0.6], [0.3, -0.2, 0.2], [-0.1, 0.2, 0.2], [-0.1, 0.1, 0.1], [0.2, -0.2, 0.1], [-0.2, 0.0, 0.9], [-0.4, 0.0, -0.4], [-0.3, 0.2, 0.3], [-0.1, 0.2, 0.2], [0.0, 0.1, -0.3], [-0.2, -0.3, 0.1], [0.1, 0.1, 0.3], [0.1, 0.0, -0.1], [-0.7, 0.2, 0.5], [0.0, -0.3, -0.6], [-0.2, 0.1, 0.4], [0.0, -0.1, -0.1], [-0.1, -0.2, 0.6], [0.2, 0.2, -0.2], [0.4, -0.1, -0.2], [-0.3, 0.5, -0.2], [0.0, -0.2, -0.1], [0.3, 0.0, 0.2], [-0.7, -0.3, 0.3], [0.1, 0.2, -0.2], [0.6, -0.3, 0.0], [-0.6, 0.2, 0.0], [0.1, 0.1, 0.0], [-0.2, -0.3, 0.1], [0.6, -0.1, 0.1], [0.2, 0.0, 0.6], [-0.9, 0.5, -0.1], [-0.1, 0.0, -0.1], [-0.4, 0.1, 0.3], [0.4, 0.2, -0.4], [0.2, -0.5, 0.4], [0.2, -0.3, -0.3], [0.1, -0.8, 0.8], [0.7, -0.1, 0.0], [0.3, -0.3, 0.0], [-0.1, -0.2, -0.1], [0.6, -0.1, -0.1], [-0.1, 0.0, 0.4], [0.3, 0.5, -0.6], [0.1, 0.1, 0.4], [0.4, 0.2, -0.6], [0.0, 0.1, 0.0], [0.5, 0.0, 0.4], [0.1, -0.2, 0.1], [-0.6, 0.9, 0.5], [-0.4, -0.6, -0.2], [-0.6, -0.5, 0.2], [0.0, 0.0, 0.1], [-0.1, 0.1, -0.1], [-0.1, 0.2, 0.2], [-0.1, 0.1, -0.2], [-0.7, 0.8, -0.3], [0.0, -0.1, -0.2], [-0.2, 0.3, -0.5], [-0.5, -0.1, -0.5], [0.1, -0.1, 0.4], [-0.4, 0.3, 0.6], [-0.4, -0.2, 0.3], [-0.2, -0.3, -0.3], [-0.4, 0.5, -1.1], [-0.4, 0.4, 0.1], [0.3, -0.2, 0.3], [-0.4, 0.5, 0.0], [0.1, 0.2, -0.2], [-0.2, 0.0, -0.6], [0.1, 0.1, -0.1], [-0.1, -0.4, 0.2], [0.4, 0.6, 0.0], [-0.1, 0.2, 0.5], [0.0, -0.1, 0.1], [0.2, 0.6, -0.7], [-0.5, -0.1, 0.1], [-0.3, 0.4, -0.4], [-0.1, 0.8, 0.2], [-0.1, 0.1, 0.3], [-0.5, -0.2, -0.1], [0.3, 0.0, -0.2], [0.1, -0.8, -0.2], [-0.8, -0.2, 0.1], [0.4, 0.0, 0.2], [0.7, 0.3, 0.6]],
  "mulliken_charge": [-0.436, -0.435, -0.616, -0.254, -0.485, -0.501, -0.470, 0.619, 0.148, 0.216, 0.472, 0.310, 0.559, 1.564, -1.498, 2.548, -1.692, -1.508, 1.494, 1.974, -1.319, -1.905, -1.500, 0.584, -1.068, 1.928, 0.778, 1.471, -2.045, -1.929, -1.688, 0.149, -1.794, -2.176, -1.469, -0.759, 2.166, -1.835, -1.385, -0.901, -1.391, -0.863, -1.717, -0.143, -1.355, 1.650, -1.990, -1.679, 1.480, 1.725, -2.791, -1.795, -1.179, -1.065, -0.898, 0.119, -1.884, -0.572, 0.893, -1.534, -1.602, -0.814, -1.726, -2.416, -1.164, -1.039, 2.287, 0.405, 0.172, 0.364, 0.438, 0.399, 0.453, -0.960, 0.505, 0.396, 0.602, 0.412, 0.366, 0.093, 0.332, 0.431, 0.687, 0.461, 0.440, 0.320, 0.450, 0.104, 0.293, 0.462, 0.575, 0.381, 0.395, -0.482, 0.621, 0.551, 0.268, 0.468, 0.338, 0.537, 0.363, 0.385, 0.489, 0.359, 0.444, -0.044, -0.053, 0.061, 0.523, -0.186, 0.355, 0.366, 0.153, 0.156, 0.386, 0.237, 0.397, 0.716, 0.376, 0.389, 0.367, 0.240, 0.334, 0.350, 0.385, 0.388, 0.509, 0.452, -0.252, 0.361, -0.902, 0.163, 0.311, 0.276, 0.260, 0.446, -0.016, 0.224, -0.124, -0.537, 0.293, 0.164, 0.085, 0.557, 0.252, -0.302, 0.214, 0.116, 0.501, 0.422, 0.344, 0.367, 0.234, 0.554, 0.027, 0.327, 0.381, 0.412, 0.424, 0.382, 0.338, 0.419, 0.350, 0.462, -0.165, 0.373, 0.374, 0.463, 0.433, 0.328, 0.342, -0.605, 0.307, 0.403, 0.416, 0.515, -0.112, 0.037, 0.208, 0.449, 0.646, 0.767, 0.430, 0.301, 0.426, 0.110]
}